Record 1
The following is a quantum chemistry calculation of a cluster of 6 separate species, C30H75ClN5O14 in total, from OMol25.

## Properties
* molar mass: 765.4 g mol⁻¹
* lowest unoccupied orbital energy: 2.44 eV
* orbital gap: 7.7 eV
* largest force on an atom: 0.0602 hartree/bohr
* total charge: -1
* calculated total energy: -2974.828094 Ha
* 2S+1: 1

Geometry as XYZ:
```
125
C30H75ClN5O14, DFT ωB97M-V/def2-TZVPD
Cl -33.790 16.783 16.959
O -32.406 17.054 16.661
O -34.202 17.875 17.769
O -34.511 16.902 15.693
O -34.095 15.464 17.584
C -39.832 9.206 13.120
O -40.206 10.274 14.093
C -41.323 10.986 13.623
C -41.676 12.174 14.495
N -40.674 13.163 14.885
C -40.197 13.845 13.681
C -39.004 14.800 14.023
O -37.859 13.995 14.498
C -36.810 14.848 14.853
H -40.562 8.425 13.331
H -38.834 8.804 13.294
H -39.873 9.403 12.049
H -42.169 10.300 13.592
H -41.118 11.290 12.596
H -42.070 11.765 15.425
H -42.563 12.677 14.111
H -39.892 12.821 15.424
H -41.066 14.371 13.284
H -39.841 13.052 13.024
H -39.384 15.404 14.848
H -38.694 15.419 13.181
H -37.087 15.643 15.545
H -36.490 15.407 13.974
H -35.987 14.206 15.168
C -33.018 11.237 15.995
O -32.426 12.075 15.059
C -33.145 13.325 14.886
C -32.116 14.310 14.269
N -31.401 13.695 13.166
C -30.216 14.381 12.831
C -29.378 13.572 11.789
O -29.297 12.175 12.103
C -28.080 11.713 11.457
H -32.442 10.315 16.065
H -34.002 10.931 15.638
H -33.103 11.727 16.965
H -33.521 13.806 15.789
H -34.017 13.233 14.239
H -31.434 14.648 15.049
H -32.639 15.224 13.986
H -31.219 12.731 13.406
H -29.578 14.329 13.714
H -30.351 15.431 12.574
H -28.408 14.057 11.685
H -29.913 13.840 10.878
H -28.059 12.057 10.423
H -28.089 10.630 11.583
H -27.205 11.967 12.056
C -35.278 21.340 18.910
O -34.703 20.988 17.645
C -35.781 20.684 16.748
C -35.289 20.906 15.295
N -34.266 19.912 14.946
C -33.777 20.238 13.596
C -32.704 19.192 13.167
O -31.820 18.944 14.242
C -30.843 18.001 13.859
H -34.513 21.417 19.684
H -35.978 20.549 19.181
H -35.756 22.318 18.859
H -36.594 21.394 16.902
H -36.213 19.686 16.822
H -34.982 21.946 15.192
H -36.206 20.814 14.712
H -34.543 18.949 15.070
H -33.260 21.184 13.439
H -34.642 20.202 12.934
H -32.179 19.499 12.263
H -33.323 18.323 12.945
H -30.053 17.861 14.597
H -30.288 18.344 12.986
H -31.309 17.073 13.528
C -27.653 13.954 15.924
O -28.861 14.361 16.465
C -29.764 13.312 16.760
C -30.909 13.925 17.612
N -30.526 14.012 19.069
C -31.603 14.577 19.918
C -31.197 14.648 21.414
O -29.891 15.296 21.657
C -29.383 15.046 22.984
H -27.689 13.544 14.914
H -27.252 13.230 16.632
H -26.953 14.789 15.889
H -29.308 12.421 17.192
H -30.116 12.947 15.796
H -31.877 13.455 17.439
H -30.926 14.950 17.242
H -29.806 14.718 19.122
H -32.538 14.027 19.815
H -31.865 15.573 19.562
H -31.162 13.621 21.780
H -31.945 15.222 21.960
H -28.848 14.097 23.033
H -30.173 15.009 23.733
H -28.677 15.801 23.328
C -31.543 18.433 20.286
O -30.855 18.637 19.035
C -29.506 18.051 19.014
C -28.930 17.999 17.566
N -28.969 19.296 16.820
C -28.190 20.280 17.564
C -28.199 21.599 16.788
O -29.490 22.234 16.811
C -29.386 23.639 16.510
H -32.482 18.986 20.255
H -30.955 18.902 21.075
H -31.784 17.384 20.457
H -29.489 17.030 19.394
H -28.872 18.656 19.662
H -29.427 17.265 16.932
H -27.920 17.597 17.648
H -28.355 19.055 16.055
H -27.139 20.018 17.679
H -28.476 20.454 18.601
H -27.884 21.378 15.768
H -27.531 22.189 17.415
H -28.692 24.141 17.184
H -30.349 24.118 16.690
H -29.030 23.743 15.485
```


Record 2
The following is a quantum chemistry calculation of a structure of composition C36H32BF4GeN4O2STc, from OMol25.

## Properties
* molar mass: 842.2 g mol⁻¹
* lowest unoccupied orbital energy: -7.34 eV
* orbital gap: 6.2 eV
* largest force on an atom: 0.0137 hartree/bohr
* total charge: +2
* calculated total energy: -4740.431672 Ha
* 2S+1: 1

Geometry as XYZ:
```
82
C36H32BF4GeN4O2STc, DFT ωB97M-V/def2-TZVPD
Tc 1.945 -0.402 -0.101
C 4.261 0.664 2.352
C 3.823 -0.413 1.412
C 2.841 -1.358 1.769
C 2.455 -2.393 0.878
C 3.095 -2.508 -0.374
C 3.988 -1.522 -0.786
C 4.308 -0.449 0.090
H 5.237 0.393 2.761
H 3.569 0.782 3.184
H 4.374 1.615 1.830
H 2.400 -1.317 2.757
H 1.723 -3.126 1.185
H 2.794 -3.293 -1.054
H 4.394 -1.538 -1.788
H 4.970 0.336 -0.253
N -1.077 6.170 -3.231
C -0.234 5.274 -2.690
C -0.438 3.889 -2.887
C 0.431 2.975 -2.357
C 1.524 3.430 -1.598
C 1.734 4.801 -1.375
C 0.865 5.708 -1.914
S 2.616 2.311 -0.964
O 3.847 2.885 -0.541
O 2.628 1.086 -1.786
N 1.879 1.524 0.379
C 0.920 1.990 1.145
N 0.024 0.985 1.492
C -1.055 1.339 2.300
C -1.199 2.622 2.685
C -0.247 3.579 2.236
N 0.783 3.276 1.492
H -1.808 5.879 -3.857
H -0.896 7.156 -3.164
H -1.270 3.553 -3.493
H 0.291 1.918 -2.549
H 2.587 5.130 -0.797
H 1.028 6.768 -1.768
H -1.724 0.540 2.581
H -2.025 2.908 3.318
H -0.352 4.623 2.510
F 0.292 -2.230 -3.808
B 1.208 -1.284 -3.673
F 2.472 -1.654 -3.491
F 0.913 -0.030 -3.958
F 0.819 -1.085 -1.523
C 0.212 -0.220 0.848
Ge -1.320 -1.568 0.602
C -0.603 -3.347 0.349
C -0.104 -3.783 -0.882
C 0.409 -5.065 -1.020
C 0.443 -5.926 0.069
C -0.067 -5.514 1.291
C -0.600 -4.238 1.425
C -2.454 -1.515 2.178
C -3.817 -1.256 2.030
C -4.649 -1.197 3.142
C -4.127 -1.392 4.411
C -2.772 -1.652 4.575
C -1.944 -1.716 3.465
C -2.170 -0.742 -0.931
C -2.444 0.627 -0.928
C -3.046 1.235 -2.019
C -3.381 0.477 -3.132
C -3.124 -0.886 -3.144
C -2.523 -1.493 -2.051
H -0.101 -3.122 -1.736
H 0.775 -5.395 -1.985
H 0.843 -6.926 -0.041
H -0.070 -6.191 2.135
H -1.028 -3.952 2.378
H -4.236 -1.102 1.042
H -5.706 -1.005 3.015
H -4.776 -1.348 5.276
H -2.367 -1.814 5.566
H -0.886 -1.917 3.614
H -2.215 1.238 -0.060
H -3.268 2.294 -1.993
H -3.857 0.944 -3.985
H -3.397 -1.480 -4.006
H -2.344 -2.560 -2.076
```


Record 3
The following is a quantum chemistry calculation of the molecule C23H32N4O2, from OMol25.

## Properties
* molar mass: 396.5 g mol⁻¹
* lowest unoccupied orbital energy: 0.66 eV
* orbital gap: 8.3 eV
* largest force on an atom: 0.0101 hartree/bohr
* structure (SMILES): CCOc1cccc(N2CCN(CCNC(=O)Nc3ccc(C)cc3)CC2)c1C
* total charge: 0
* calculated total energy: -1265.149554 Ha
* 2S+1: 1

Geometry as XYZ:
```
61
C23H32N4O2, DFT ωB97M-V/def2-TZVPD
C 6.959 3.462 -0.709
C 7.451 2.769 0.559
O 6.680 1.638 0.896
C 5.451 1.795 1.480
C 4.916 3.013 1.878
C 3.687 3.036 2.514
C 2.969 1.876 2.711
C 3.476 0.646 2.285
N 2.787 -0.558 2.481
C 2.393 -1.322 1.314
C 0.990 -0.937 0.839
N 0.033 -1.187 1.904
C -1.341 -1.036 1.465
C -1.819 -2.288 0.715
N -3.186 -2.165 0.267
C -3.452 -1.659 -0.983
O -2.585 -1.490 -1.812
N -4.792 -1.423 -1.181
C -5.435 -0.977 -2.340
C -4.751 -0.601 -3.492
C -5.454 -0.157 -4.595
C -6.841 -0.070 -4.588
C -7.589 0.394 -5.801
C -7.514 -0.447 -3.434
C -6.825 -0.893 -2.323
C 0.359 -0.342 3.038
C 1.784 -0.663 3.514
C 4.751 0.603 1.706
C 5.436 -0.691 1.376
H 5.947 3.837 -0.578
H 6.958 2.756 -1.536
H 7.616 4.293 -0.953
H 8.457 2.371 0.393
H 7.497 3.476 1.397
H 5.443 3.941 1.722
H 3.279 3.981 2.843
H 2.007 1.935 3.193
H 3.100 -1.156 0.505
H 2.391 -2.384 1.583
H 0.726 -1.538 -0.031
H 0.985 0.128 0.540
H -1.970 -0.900 2.351
H -1.476 -0.155 0.813
H -1.218 -2.445 -0.181
H -1.728 -3.160 1.366
H -3.887 -2.085 0.987
H -5.419 -1.662 -0.426
H -3.677 -0.663 -3.514
H -4.909 0.132 -5.482
H -7.010 1.129 -6.355
H -8.545 0.834 -5.524
H -7.785 -0.449 -6.465
H -8.593 -0.390 -3.400
H -7.369 -1.181 -1.433
H -0.341 -0.555 3.851
H 0.272 0.727 2.776
H 2.058 -0.023 4.353
H 1.790 -1.705 3.855
H 5.372 -0.918 0.311
H 4.998 -1.506 1.943
H 6.492 -0.604 1.622
```


Record 4
The following is a quantum chemistry calculation of the ion C5H11BrN with charge +1, from OMol25.

## Properties
* molar mass: 165.1 g mol⁻¹
* lowest unoccupied orbital energy: -7.47 eV
* orbital gap: 6.7 eV
* largest force on an atom: 0.0605 hartree/bohr
* total charge: +1
* calculated total energy: -2825.428453 Ha
* 2S+1: 1

Geometry as XYZ:
```
18
C5H11BrN, DFT ωB97M-V/def2-TZVPD
C 1.766 -1.703 0.100
C 0.475 -1.569 0.908
C -1.258 1.597 -1.190
C -0.403 -0.658 0.073
C -0.777 1.654 0.296
N -0.430 0.481 0.836
Br 2.670 0.354 0.139
H 1.654 -2.078 -0.851
H 0.009 -2.555 1.343
H 2.459 -2.322 0.613
H 0.918 -1.063 1.780
H -1.836 0.660 -1.406
H -1.682 2.524 -1.359
H -0.324 1.740 -1.796
H -1.380 -1.063 0.051
H -0.411 -0.558 -1.075
H -1.513 2.215 0.912
H 0.064 2.342 0.624
```


Record 5
The following is a quantum chemistry calculation of a cluster of 2 separate species, C7H14OSSi in total, from OMol25.

## Properties
* molar mass: 174.3 g mol⁻¹
* lowest unoccupied orbital energy (alpha / beta): -1.95 / -1.97 eV
* orbital gap (alpha / beta): 6.8 / 6.8 eV
* largest force on an atom: 0.1128 hartree/bohr
* total charge: 0
* calculated total energy: -1037.856005 Ha
* 2S+1: 1

Geometry as XYZ:
```
24
C7H14OSSi, DFT ωB97M-V/def2-TZVPD
C -1.436 0.094 0.235
C -2.647 2.417 0.475
C -1.390 2.329 1.295
C -1.445 1.627 0.006
C 2.231 -0.289 0.611
C 0.103 -2.478 0.793
C 0.461 -1.512 -1.849
O -2.269 -0.394 0.894
Si 0.523 -0.803 -0.067
S -4.150 -1.306 -0.566
H -3.387 1.694 0.690
H -2.778 3.408 0.083
H -0.797 3.199 1.431
H -1.459 1.739 2.203
H -0.868 1.911 -0.846
H 3.029 -0.527 -0.078
H 2.378 0.739 0.877
H 2.249 -0.905 1.495
H 0.405 -2.371 1.924
H -1.009 -2.479 0.717
H 0.345 -3.417 0.287
H -0.527 -2.040 -1.834
H 0.584 -0.854 -2.713
H 1.215 -2.319 -1.957
```


Record 6
The following is a quantum chemistry calculation of a structure of composition C3H4BeO3, from OMol25.

## Properties
* molar mass: 97.1 g mol⁻¹
* lowest unoccupied orbital energy (alpha / beta): 3.44 / 2.89 eV
* orbital gap (alpha / beta): 6.8 / 6.4 eV
* largest force on an atom: 0.0895 hartree/bohr
* <S²>: 0.7511
* total charge: -1
* calculated total energy: -357.100420 Ha
* 2S+1: 2

Geometry as XYZ:
```
11
C3H4BeO3, DFT ωB97M-V/def2-TZVPD
H 2.265 -0.136 -0.498
Be 1.651 0.986 0.842
O -1.281 -0.654 -0.169
C -1.661 0.596 0.211
C 0.126 -0.933 0.036
O -2.748 0.719 0.778
O -0.748 1.479 0.067
C 0.926 0.262 -0.397
H 0.350 -1.824 -0.565
H 0.221 -1.193 1.101
H 0.899 0.696 -1.406
```


Record 7
The following is a quantum chemistry calculation of the molecule C10H20ClN3O, from OMol25.

## Properties
* molar mass: 233.7 g mol⁻¹
* lowest unoccupied orbital energy: 0.75 eV
* orbital gap: 9.0 eV
* largest force on an atom: 0.0539 hartree/bohr
* structure (SMILES): C[C@@H]1CCC[C@H](C)N1NC(=O)NCCCl
* total charge: 0
* calculated total energy: -1092.726678 Ha
* 2S+1: 1

Geometry as XYZ:
```
35
C10H20ClN3O, DFT ωB97M-V/def2-TZVPD
C -2.248 1.240 -1.430
C -2.248 -0.041 -0.611
C -2.646 0.275 0.843
C -2.745 -1.021 1.658
C -1.385 -1.755 1.613
C -0.926 -2.013 0.162
C 0.477 -2.648 0.172
N -0.940 -0.770 -0.677
N 0.288 -0.099 -0.976
C 1.129 0.581 -0.095
O 0.842 0.652 1.089
N 2.143 1.346 -0.608
C 3.310 1.684 0.193
C 4.317 2.407 -0.713
Cl 4.868 1.302 -2.000
H -1.926 0.999 -2.436
H -1.564 1.993 -0.977
H -3.242 1.712 -1.537
H -2.961 -0.720 -1.097
H -1.900 0.954 1.281
H -3.612 0.821 0.874
H -2.928 -0.759 2.693
H -3.550 -1.663 1.309
H -0.611 -1.146 2.149
H -1.453 -2.738 2.137
H -1.613 -2.700 -0.315
H 1.205 -2.070 0.759
H 0.830 -2.703 -0.845
H 0.409 -3.645 0.575
H 0.548 0.063 -1.938
H 2.296 1.293 -1.623
H 3.765 0.803 0.620
H 2.984 2.346 1.016
H 5.208 2.711 -0.114
H 3.879 3.310 -1.152
```


Record 8
The following is a quantum chemistry calculation of the molecule C6H10O, from OMol25.

## Properties
* molar mass: 98.1 g mol⁻¹
* lowest unoccupied orbital energy: 0.97 eV
* orbital gap: 10.3 eV
* largest force on an atom: 0.0911 hartree/bohr
* structure (SMILES): C=C(C)C1(O)CC1
* total charge: 0
* calculated total energy: -309.746704 Ha
* 2S+1: 1

Geometry as XYZ:
```
17
C6H10O, DFT ωB97M-V/def2-TZVPD
C -1.955 0.345 0.089
C -0.654 0.538 0.058
C -0.146 2.108 -0.267
C 0.348 -0.517 0.406
O 0.706 -0.379 1.761
C 0.395 -1.899 -0.208
C 1.384 -0.887 -0.607
H -2.520 1.280 -0.156
H -2.538 -0.582 -0.002
H -0.159 2.926 0.523
H 0.840 2.049 -0.540
H -0.857 2.396 -0.951
H 0.923 -1.253 2.190
H -0.322 -2.105 -0.911
H 0.769 -2.615 0.443
H 2.475 -0.966 -0.291
H 1.310 -0.440 -1.537
```


The lowest calculated total energy belongs to which entry? C36H32BF4GeN4O2STc


Which formula does entry 5 have? C7H14OSSi


Which of these has the highest calculated total energy? C6H10O